ORCA calculation (wB97M-V/def2-TZVPD) on a molecular structure, C34H25BF4N5O2SScTe.

Output
F_max (Eh/bohr): 0.0136
Electronic energy (eV): -97597.81753
Orbital gap (eV): 5.791
ΔE to the lowest compared entry with this formula, charge and spin (eV): 0.000
Net charge: -2

The geometry in XYZ format:
```
74
Properties=species:S:1:pos:R:3:lowdin_charge:R:1
Te 0.353 -2.902 1.316 0.783
Sc 0.207 -0.126 0.179 0.860
S 3.583 -3.434 0.435 0.912
F 2.905 2.612 -1.219 0.136
F 1.248 1.706 0.129 -0.010
F 1.240 3.963 -0.381 0.145
F 2.845 3.101 1.026 0.127
O -3.327 2.588 -1.197 -0.004
O -1.445 0.231 4.311 -0.001
N -0.204 1.456 -2.308 0.108
N 1.554 0.218 2.408 0.075
N -1.905 1.023 -0.237 0.027
N -1.410 -1.266 -1.562 0.073
N -1.079 -0.026 2.036 -0.036
C -2.883 0.381 0.532 -0.236
C -1.060 -4.041 -4.658 -0.123
C 0.765 0.320 3.479 -0.185
C 2.860 0.407 2.580 -0.117
C -5.064 -0.605 0.891 -0.124
C -0.183 3.927 -3.576 -0.068
C 0.747 1.768 -3.186 -0.103
C 2.618 0.764 4.922 -0.070
C -1.171 3.611 -2.663 -0.009
C 0.013 -3.228 -4.327 -0.051
C 2.287 -1.539 -3.783 -0.083
C 2.315 -3.605 1.603 -1.028
C 3.547 -1.076 -3.445 -0.116
C 2.793 -4.287 2.690 -0.297
C 1.258 0.581 4.752 -0.003
C 3.776 -0.648 -2.150 -0.112
C 2.712 -0.624 -1.263 -0.200
C 3.437 0.681 3.807 -0.060
C 1.400 -1.020 -1.568 -0.195
C 1.226 -1.572 -2.866 -0.192
C -0.013 -2.307 -3.274 -0.095
C -3.297 -1.020 2.465 -0.028
C -0.726 0.157 3.307 -0.504
C -1.233 -2.217 -2.570 -0.235
C -1.140 2.368 -2.043 -0.181
C -2.217 -3.988 -3.898 -0.117
C -4.609 -1.212 2.052 -0.119
C -2.291 -3.079 -2.860 -0.035
C 0.797 2.983 -3.846 -0.057
C 4.728 -4.268 1.421 -0.464
C 4.158 -4.665 2.590 -0.245
C -2.246 1.992 -1.083 -0.477
C -2.431 -0.223 1.724 -0.234
C -4.207 0.183 0.134 -0.044
B 2.095 2.903 -0.128 -1.209
H -2.930 -1.498 3.362 0.107
H 3.034 0.971 5.901 0.096
H 4.760 -0.310 -1.843 0.100
H -0.978 -4.729 -5.491 0.085
H -1.098 -0.344 -1.868 0.041
H -6.091 -0.744 0.570 0.083
H -2.366 -1.224 -1.237 0.082
H 0.547 0.640 5.562 0.108
H -1.967 4.294 -2.405 0.111
H 2.137 -1.857 -4.807 0.088
H 4.342 -1.062 -4.183 0.087
H 1.505 1.014 -3.357 0.100
H 3.480 0.338 1.694 0.108
H -3.049 -4.649 -4.112 0.089
H 1.600 3.186 -4.541 0.099
H 4.506 0.831 3.880 0.098
H -5.271 -1.834 2.644 0.084
H -4.551 0.657 -0.775 0.098
H -0.170 4.893 -4.065 0.097
H 5.744 -4.406 1.083 0.041
H -3.188 -3.015 -2.254 0.110
H 4.691 -5.200 3.367 0.082
H 0.917 -3.360 -4.904 0.089
H 2.165 -4.497 3.545 0.080
H 2.930 -0.253 -0.260 0.063
```

***

ORCA calculation (wB97M-V/def2-TZVPD) on a molecular structure, C21H21BrIN3O3V.

Output
F_max (Eh/bohr): 0.0305
Electronic energy (eV): -136533.37293
Orbital gap (eV): 5.642
ΔE to the lowest compared entry with this formula, charge and spin (eV): 0.311
Net charge: +3

The geometry in XYZ format:
```
51
Properties=species:S:1:pos:R:3:nbo_charge:R:1
I -2.539 1.255 1.142 0.612
Br -0.450 -1.055 3.281 0.233
V -0.633 -0.368 0.091 1.367
O -1.053 -0.551 -1.457 -0.420
O 3.532 3.670 -0.134 -0.742
O 0.916 -0.732 0.517 -0.442
N 4.473 -0.947 0.969 -0.308
N -1.735 -1.846 0.947 -0.529
N 0.194 1.550 -0.243 -0.487
C 4.794 0.286 0.611 0.089
C 2.262 -0.419 0.549 0.221
C 2.548 0.901 0.186 -0.160
C 1.467 1.809 -0.165 0.238
C -1.939 2.750 -0.182 -0.200
C 3.194 -1.345 0.954 0.230
C -2.627 -2.575 0.213 0.056
C -1.551 -2.166 2.251 0.143
C -3.317 -3.650 0.725 0.008
C -4.275 -4.433 -0.128 -0.649
C -2.807 3.774 -0.502 -0.203
C -2.350 4.745 -1.386 -0.138
C -2.186 -3.241 2.830 -0.237
C -1.074 4.651 -1.926 -0.150
C 4.478 2.617 -0.198 -0.103
C -0.228 3.605 -1.584 -0.215
C 2.880 -2.744 1.376 -0.657
C 3.888 1.287 0.211 0.043
C -0.941 -0.754 -2.917 -0.260
C -0.653 2.642 -0.675 0.129
C -3.068 -3.983 2.060 -0.047
H -0.005 -0.307 -3.240 0.235
H -3.744 -5.216 -0.672 0.264
H -4.776 -3.794 -0.854 0.245
H 1.835 -3.006 1.215 0.206
H 3.513 -3.438 0.824 0.279
H -3.804 3.829 -0.088 0.262
H -3.580 -4.827 2.507 0.271
H -1.808 -0.261 -3.347 0.253
H 5.338 2.820 0.441 0.227
H 3.958 4.475 0.179 0.519
H 1.781 2.828 -0.366 0.286
H -5.033 -4.913 0.487 0.262
H -3.002 5.562 -1.660 0.268
H -0.731 5.394 -2.633 0.265
H 4.858 2.510 -1.220 0.222
H -2.005 -3.479 3.869 0.284
H 0.749 3.538 -2.045 0.245
H -0.953 -1.828 -3.078 0.247
H -2.762 -2.272 -0.815 0.226
H 5.853 0.519 0.649 0.239
H 3.120 -2.867 2.433 0.272
```

***

ORCA calculation (wB97M-V/def2-TZVPD) on a molecular structure, C33H36IrNO2P2S.

Output
Multiplicity: 6
F_max (Eh/bohr): 0.0086
Electronic energy (eV): -72613.37642
Orbital gap (alpha / beta) (eV): 6.866 / 4.123
ΔE to the lowest compared entry with this formula, charge and spin (eV): 0.034
Net charge: +3

The geometry in XYZ format:
```
76
Properties=species:S:1:pos:R:3:mulliken_spin:R:1
Ir -0.245 0.628 -0.254 2.025
S -0.033 3.743 0.829 0.019
P -2.175 -0.822 -0.072 0.344
P 1.854 0.343 0.783 0.428
O -0.644 2.783 -0.220 0.101
O -0.507 1.049 -2.586 0.043
N -0.731 0.462 2.028 0.016
C -3.934 -1.130 -3.695 0.002
C 4.856 3.120 0.501 0.000
C 3.110 1.491 0.191 -0.030
C 5.022 3.205 -0.875 0.011
C -1.819 -2.613 0.171 -0.036
C 3.364 -3.965 0.307 -0.004
C -2.600 -3.607 -0.355 0.208
C 3.283 1.577 -1.193 0.016
C -2.297 -5.003 -0.109 0.228
C -3.405 -0.733 -1.375 -0.012
C -0.289 -0.422 4.093 0.083
C 3.794 -3.221 1.398 0.012
C -1.830 -0.159 2.488 0.241
C 2.478 -3.412 -0.611 0.032
C -2.960 -0.323 1.539 0.118
C 0.234 0.279 2.942 0.231
C -1.595 -0.696 3.806 0.095
C 1.602 0.714 2.583 0.154
C 2.019 -2.115 -0.431 0.099
C -0.426 -4.401 1.212 0.151
C -1.208 -5.383 0.675 0.031
C 0.019 2.155 -3.350 0.004
C 3.905 2.263 1.038 0.018
C -5.523 -0.017 -2.266 -0.005
C 3.344 -1.920 1.576 0.007
C -4.644 -0.123 -1.196 0.021
C 1.057 4.795 -0.109 0.001
C 4.239 2.429 -1.723 0.000
C -5.169 -0.516 -3.511 0.016
C 2.448 -1.361 0.667 -0.092
C -0.727 -3.007 0.961 -0.022
C -3.050 -1.235 -2.633 0.037
C -1.347 4.901 1.157 0.002
H 0.430 -4.648 1.828 -0.003
H -6.488 0.449 -2.123 0.000
H 0.737 2.659 -2.709 -0.002
H -3.702 -1.042 1.885 0.005
H -1.729 5.285 0.213 0.000
H 4.382 2.485 -2.794 0.000
H 0.517 1.783 -4.244 0.002
H -0.946 5.707 1.772 0.001
H -2.094 -1.734 -2.779 0.006
H -1.258 0.659 -3.047 0.001
H -4.948 0.263 -0.230 0.004
H -0.083 -2.253 1.398 0.304
H 1.340 -1.674 -1.158 -0.035
H 4.495 -3.648 2.102 -0.001
H 0.260 -0.669 4.988 -0.001
H 3.811 2.199 2.114 0.000
H 1.888 4.178 -0.450 0.003
H -0.777 2.846 -3.617 0.004
H 0.510 5.226 -0.946 0.000
H -5.858 -0.435 -4.341 0.001
H -3.666 -1.532 -4.663 0.000
H 3.733 -4.972 0.164 0.000
H 3.717 -1.346 2.416 0.002
H 2.681 0.965 -1.857 0.001
H 2.161 -3.984 -1.474 0.003
H -3.457 0.639 1.366 0.024
H -1.000 -6.430 0.850 0.007
H -2.318 -1.210 4.419 0.003
H 5.479 3.710 1.160 0.000
H 2.363 0.277 3.229 0.005
H 1.433 5.576 0.553 0.001
H 5.771 3.867 -1.288 0.001
H -2.938 -5.762 -0.542 -0.004
H 1.668 1.804 2.681 0.039
H -2.122 4.373 1.708 0.001
H -3.465 -3.364 -0.963 0.035
```